79
Properties=species:S:1:pos:R:3 method="wB97M-V/def2-TZVPD" e_homo_ha="-0.507 / -0.513" s_squared=8.76 orbital_gap_ev="7.672 / 7.016" total_charge=+2 lumo_ev="-6.1 / -6.9" multiplicity=6 de_lowest_ev=0.614 fmax_ev_per_a=0.94
Ru 0.063 -0.815 -0.424
S -2.028 2.039 -3.694
S -0.172 -4.032 -3.991
O 1.624 0.886 -0.661
O 7.521 1.598 -4.811
O -1.252 0.260 0.960
O 2.126 -1.096 -1.444
O 7.169 3.501 -3.847
O -3.011 0.478 3.565
N -1.404 2.580 2.652
N -0.305 -2.274 -2.191
N 6.900 2.337 -4.073
N -0.629 -2.597 1.044
N -0.818 0.422 -2.185
N 1.396 -0.738 1.510
C -1.120 1.699 -2.288
C -0.898 -1.724 -3.317
C -1.290 -0.318 -3.258
C 0.487 1.405 3.571
C 0.901 -4.321 -1.418
C 0.260 -0.653 4.762
C 3.894 2.053 -1.878
C 4.277 -0.077 -2.954
C -0.875 1.411 3.298
C -3.888 -0.333 4.367
C 1.324 -1.951 2.337
C 1.066 0.377 4.296
C 5.375 0.450 -3.613
C -0.925 -2.551 -4.383
C 4.993 2.585 -2.529
C -1.692 0.390 3.791
C 2.380 0.146 -1.366
C -3.244 -0.232 -0.269
C -0.698 2.781 -1.348
C -4.479 0.153 -0.730
C -2.459 0.598 0.564
C -3.037 1.833 0.953
C 0.156 -3.484 -2.412
C -4.302 2.221 0.438
C -0.121 -2.365 2.417
C -1.986 0.400 -4.163
C 5.710 1.769 -3.381
C 3.541 0.723 -2.087
C -5.025 1.400 -0.376
C -2.385 2.756 1.799
C -1.105 -0.645 4.516
H 0.963 0.050 1.985
H -3.652 -0.229 5.425
H 1.716 -1.794 3.340
H 0.693 -1.463 5.337
H 2.126 0.395 4.520
H -4.709 3.185 0.732
H -5.045 -0.510 -1.377
H 3.306 2.661 -1.203
H 0.081 3.386 -1.816
H 2.344 -0.485 1.269
H 5.301 3.611 -2.387
H -4.889 0.037 4.179
H -1.640 -2.654 1.059
H -6.005 1.694 -0.730
H -1.298 -2.355 -5.380
H -0.993 3.435 3.000
H 5.973 -0.139 -4.292
H 0.224 -5.003 -0.896
H 3.986 -1.108 -3.108
H -0.228 -3.247 3.043
H -2.701 3.794 1.721
H 1.412 -3.675 -0.705
H 1.093 2.236 3.217
H -2.833 -1.199 -0.537
H -0.286 2.351 -0.443
H -0.285 -3.482 0.691
H 1.655 -4.931 -1.912
H -1.537 3.434 -1.112
H -1.724 -1.435 4.918
H 1.925 -2.728 1.863
H -2.454 0.059 -5.077
H -3.830 -1.381 4.072
H -0.705 -1.556 2.854